Entry from OMol25: 10 unconnected molecules or ions with the total composition C40H54F18O20 in a non-equilibrium geometry (ωB97M-V/def2-TZVPD).

The geometry in ORCA input format:
```
! wB97M-V def2-TZVPD RIJCOSX def2/J DEFGRID3
* xyz 0 1
C 14.6529 7.0452 20.0585
C 14.0826 8.1110 19.0956
O 13.2843 7.5176 18.0902
C 11.9847 7.8349 17.9102
O 11.3219 8.5700 18.6283
C 11.2973 7.2106 16.6947
F 10.5781 6.2001 17.0599
F 10.4688 8.1696 16.1190
F 12.1595 6.7008 15.8330
H 14.9332 6.1340 19.5301
H 13.9185 6.7619 20.8125
H 15.4736 7.4147 20.6733
H 14.9663 8.5537 18.6361
H 13.5132 8.8889 19.6042
C 12.6829 16.2801 17.0474
C 12.0388 16.8048 18.3329
O 10.7807 16.1131 18.5117
C 9.5961 16.6238 18.2002
O 9.4277 17.7603 17.7778
C 8.3840 15.6819 18.5212
F 7.6390 15.6777 17.4006
F 8.8104 14.4258 18.8469
F 7.6883 16.2440 19.5018
H 13.6466 16.7576 16.8700
H 12.0158 16.4421 16.2008
H 12.9410 15.2232 17.1144
H 11.8177 17.8705 18.3916
H 12.7367 16.6648 19.1584
C 9.3142 11.2169 19.9130
C 8.2238 10.7232 18.9122
O 7.7129 9.4827 19.3260
C 7.6195 8.4158 18.5066
O 8.1000 8.2986 17.4160
C 6.9613 7.1776 19.2454
F 6.1466 7.5960 20.1935
F 6.2473 6.5933 18.3326
F 7.8602 6.2832 19.6975
H 9.0211 11.2971 20.9598
H 9.6731 12.1919 19.5832
H 10.2272 10.6560 19.7129
H 8.5913 10.7521 17.8864
H 7.4630 11.5019 18.8580
C 17.0434 17.6324 10.6239
C 17.1561 16.3058 11.2706
O 16.1966 16.2616 12.2612
C 15.8316 15.1672 13.0111
O 16.4021 14.0913 12.9235
C 14.6875 15.4490 14.0081
F 14.3249 16.7219 13.9880
F 13.6592 14.6018 13.8018
F 15.1352 15.2435 15.1862
H 17.0844 18.4020 11.3947
H 16.0957 17.6022 10.0862
H 17.8276 17.8807 9.9087
H 18.1334 16.2275 11.7469
H 17.0375 15.4291 10.6338
C 11.8990 15.3560 11.7526
C 11.1933 15.8146 10.4568
O 9.8781 16.0711 10.7868
C 9.0104 16.1142 9.7782
O 9.2193 16.1756 8.5571
C 7.5533 16.4194 10.1925
F 6.6910 15.5286 9.6218
F 7.4673 16.4235 11.5020
F 7.1409 17.6256 9.7870
H 11.9672 16.1948 12.4453
H 12.9183 15.0056 11.5898
H 11.2464 14.6368 12.2475
H 11.1544 14.9224 9.8319
H 11.6274 16.7409 10.0807
C 13.8169 13.2253 20.2032
C 13.3177 11.8446 20.6816
O 13.8885 11.4165 21.8882
C 15.0284 10.6390 21.9559
O 15.6986 10.2855 21.0393
C 15.5057 10.4289 23.4273
F 16.7589 10.8719 23.6599
F 14.6930 10.9606 24.3975
F 15.5564 9.0994 23.6565
H 13.7575 13.9767 20.9905
H 13.3325 13.6193 19.3097
H 14.8559 13.0750 19.9100
H 13.5617 11.1367 19.8895
H 12.2376 11.7974 20.8199
O 11.2368 8.8240 12.3219
C 12.3529 9.2848 12.6392
C 13.4081 9.9497 11.7735
C 14.0457 10.7914 12.8900
C 13.9051 9.9327 14.1422
O 12.6190 9.3579 13.9460
H 14.1068 9.2691 11.2871
H 12.8795 10.5805 11.0588
H 15.0912 11.0714 12.7612
H 13.5001 11.7166 13.0755
H 14.5863 9.0852 14.2180
H 13.8503 10.4241 15.1136
O 17.8837 10.4538 14.2485
C 17.4417 10.8809 15.2973
C 17.5142 12.2731 15.8689
C 16.3224 12.3617 16.7626
C 16.1441 10.8588 17.1081
O 16.6115 10.1701 16.0049
H 18.4399 12.2469 16.4436
H 17.4746 13.0475 15.1028
H 16.4549 12.9765 17.6529
H 15.4785 12.7784 16.2128
H 16.7546 10.5989 17.9729
H 15.0903 10.6759 17.3181
O 12.7778 11.2655 17.2392
C 11.8373 11.8580 16.6070
C 10.7198 11.2817 15.7972
C 9.8090 12.5072 15.5941
C 10.8627 13.6359 15.5177
O 11.9127 13.2070 16.3982
H 11.0800 11.0010 14.8075
H 10.4149 10.4641 16.4504
H 9.1724 12.3673 14.7204
H 9.0563 12.4723 16.3818
H 11.2081 13.7424 14.4894
H 10.4912 14.5869 15.8994
O 9.7010 12.7956 12.1402
C 9.6717 12.1403 11.1380
C 8.7541 11.0218 10.6022
C 9.2115 10.9881 9.1705
C 10.4988 11.7625 9.0544
O 10.6259 12.4874 10.2143
H 8.9130 10.0960 11.1551
H 7.7409 11.3841 10.7762
H 9.2338 9.9787 8.7597
H 8.4701 11.5124 8.5677
H 11.3157 11.0535 8.9193
H 10.5066 12.3439 8.1325
*
```

LUMO level = 0.009 hartree
SMILES = CCOC(=O)C(F)(F)F.CCOC(=O)C(F)(F)F.CCOC(=O)C(F)(F)F.CCOC(=O)C(F)(F)F.CCOC(=O)C(F)(F)F.CCOC(=O)C(F)(F)F.O=C1CCCO1.O=C1CCCO1.O=C1CCCO1.O=C1CCCO1
HOMO-LUMO gap = 0.385 Ha
M = 1196.82 g/mol
Energy above the lowest of the compared OMol25 structures with the same formula, charge and spin = 15.65 kcal per mole

Löwdin population analysis, charges in e, atoms 1 to 2: C -0.04; C -0.20

---

Entry from OMol25: a molecular structure, C40H54FMnN5O3S3 in a non-equilibrium geometry (ωB97M-V/def2-TZVPD).

The geometry in ORCA input format:
```
! wB97M-V def2-TZVPD RIJCOSX def2/J DEFGRID3
* xyz 2 6
Mn -0.6036 1.2543 1.6488
C -2.8462 -0.3702 4.8814
C -1.9284 0.0561 6.0329
S -1.1711 1.6600 5.6029
C -1.5658 2.7350 7.1044
C -2.0434 4.0713 6.5493
S -1.9727 4.0216 4.7171
C -3.5702 3.6219 3.9779
C -4.1086 2.1914 4.0828
S -2.9261 0.9157 3.5985
H -3.8750 -0.5612 5.2342
H -2.5318 -1.3119 4.3817
H -1.0860 -0.6246 6.2588
H -2.4602 0.1417 7.0024
H -0.6044 2.7439 7.6952
H -2.3047 2.2321 7.7334
H -1.3362 4.8573 6.8724
H -3.0716 4.3599 6.8689
H -3.3943 3.9428 2.8994
H -4.2752 4.3490 4.4422
H -4.9489 1.9875 3.3904
H -4.5022 1.9261 5.0707
C 2.5790 -2.6877 6.2497
C 3.5979 -2.0129 5.2952
C 4.4077 -3.1530 4.6511
C 4.5046 -1.1262 6.1530
C 2.7694 -1.2353 4.2940
C 2.7536 0.1851 4.3576
C 1.8888 0.8704 3.5435
N 1.0884 0.3153 2.6088
C 1.1669 -1.0664 2.4512
C 1.9498 -1.8589 3.3151
C 0.5150 -1.5779 1.2543
C 0.8743 -2.7253 0.5137
C 0.2420 -3.0170 -0.6922
C -0.9821 -2.3438 -0.9430
C -1.4180 -1.3635 -0.0907
N -0.6825 -0.9090 0.9737
C 0.8988 -4.0250 -1.6081
C 0.2500 -4.0002 -3.0303
C 2.4100 -3.8235 -1.7013
C 0.6292 -5.4137 -0.9690
H 3.0774 -3.3034 7.0314
H 1.8947 -3.3201 5.6725
H 2.0299 -1.8763 6.7381
H 4.7836 -3.8176 5.4483
H 5.1801 -2.7668 3.9654
H 3.6935 -3.7619 4.0327
H 5.1115 -1.7886 6.8244
H 3.9146 -0.4431 6.7701
H 5.2342 -0.5669 5.5563
H 3.4434 0.7078 5.0719
H 1.8379 1.9570 3.5981
H 1.9182 -2.9529 3.1621
H 1.7574 -3.3056 0.8140
H -1.5451 -2.5122 -1.8335
H -2.4229 -0.8836 -0.2247
H 0.3512 -2.9888 -3.4866
H -0.8335 -4.2284 -2.9679
H 0.7593 -4.7106 -3.6967
H 2.6057 -2.8453 -2.1699
H 2.9402 -4.5874 -2.3061
H 2.8657 -3.8321 -0.6717
H -0.4488 -5.5885 -0.8880
H 1.0809 -5.4636 0.0300
H 1.1259 -6.2015 -1.5528
C -2.4466 4.8169 -5.1644
C -2.9923 3.6444 -4.3403
N -2.0942 3.1804 -3.2386
C -2.3476 3.5712 -1.9569
C -1.7722 3.0669 -0.8252
C -2.3673 3.3962 0.5380
O -3.3020 4.2023 0.6552
O -1.7829 2.9034 1.5870
C -0.6145 2.2210 -0.9893
O 0.2553 1.8546 -0.1338
C -0.3212 1.8813 -2.3643
C 0.8212 1.0533 -2.5865
C 1.0826 0.5516 -3.7904
F 2.1430 -0.3243 -3.8844
C 0.3129 0.8440 -4.9531
C -0.7365 1.8202 -4.7432
C -1.0487 2.3270 -3.5015
N 0.4965 0.3688 -6.2399
C 1.8221 -0.1402 -6.6018
C 1.9969 0.0211 -8.1045
N 0.9246 -0.7361 -8.8037
C -0.4215 -0.2180 -8.4450
C -0.6048 -0.2707 -6.9082
H -3.1079 5.0068 -6.0083
H -1.4431 4.6316 -5.5738
H -2.3971 5.7047 -4.5441
H -3.2139 2.7785 -5.0411
H -3.9950 3.8730 -3.8487
H -3.1201 4.3378 -1.8223
H 1.5143 0.8882 -1.7931
H -1.1649 2.2815 -5.6261
H 1.8943 -1.2061 -6.3098
H 2.6167 0.3952 -6.0404
H 2.9753 -0.3668 -8.4040
H 1.8468 1.0522 -8.3862
H 0.9225 -1.7415 -8.5684
H 1.0716 -0.6473 -9.8193
H -1.2099 -0.9017 -8.8486
H -0.5990 0.8001 -8.8290
H -0.7607 -1.3241 -6.6279
H -1.5042 0.2516 -6.7033
*
```

LUMO level (spin up / spin down) = -0.181 / -0.182 hartree
HOMO-LUMO gap (spin up / spin down) = 0.177 / 0.176 Ha
M = 823.04 g/mol
Energy above the lowest of the compared OMol25 structures with the same formula, charge and spin = 0.00 kcal per mole

Löwdin population analysis, charges in e, atoms 1 to 2: Mn 0.93; C -0.50

---

Question: energy above the lowest of the compared OMol25 structures with the same formula, charge and spin of number 1 (C40H54F18O20)?
Answer: 15.65 kcal per mole